Below is a molecular structure, C9H25O4V at a distorted geometry, with properties calculated with ωB97M-V with the def2-TZVPD basis set.

Element x y z (Å)
V -1.79592 -2.14009 0.70701
O -1.02462 -0.38042 0.18623
H -0.47538 -0.11105 -0.57554
C -0.87204 3.27260 -1.21739
C -1.17959 2.16450 -2.18761
C 0.05028 1.33800 -2.55149
O -2.16695 1.32391 -1.58218
H -1.74131 3.90582 -1.03990
H -0.12787 3.93321 -1.66226
H -0.38688 2.91792 -0.30803
H -1.58225 2.47306 -3.15236
H -0.16990 0.52824 -3.24713
H 0.61031 0.96803 -1.69266
H 0.56939 2.07682 -3.16204
H -1.73410 1.00441 -0.78710
C 1.74798 -3.26808 -0.72772
C 0.42857 -3.07903 -1.43287
C 0.30009 -3.93912 -2.63197
O -0.67757 -3.45149 -0.60838
H 2.41794 -3.95226 -1.24844
H 1.62404 -3.63077 0.29267
H 2.29684 -2.36631 -0.45628
H 0.23307 -2.04599 -1.72046
H 0.36613 -4.98312 -2.32568
H 1.03670 -3.77336 -3.41811
H -0.70049 -3.80080 -3.04162
H -0.49643 -4.34922 -0.32049
C -0.63480 2.33767 4.09582
C 0.14027 1.68742 2.90000
C 1.59970 1.19211 3.27891
O -0.56764 0.49918 2.63666
H -0.14285 3.25280 4.42539
H -0.63492 1.63286 4.92730
H -1.63332 2.68477 3.83014
H 0.01562 2.31222 2.01558
H 1.68231 0.75179 4.27258
H 2.16366 2.12486 3.28420
H 2.12800 0.58596 2.54298
H -0.66590 0.30294 1.70209

Computed properties:
Largest force on an atom   0.051 hartree/bohr
ΔE to the lowest compared entry with this formula, charge and spin   0.0000 eV
⟨S²⟩   6.00
Multiplicity   5
HOMO (spin up / spin down)   -6.26 / -8.93 eV
Gap between HOMO and LUMO (spin up / spin down)   6.504 / 9.067 eV

Computed natural (NBO) charges, given in elementary charges: atom 1 (V): 0.813, atom 2 (O): -1.261, atom 3 (H): 0.460, atom 4 (C): -0.633, atom 5 (C): 0.090, atom 6 (C): -0.638, atom 7 (O): -0.741, atom 8 (H): 0.225, atom 9 (H): 0.201, atom 10 (H): 0.205, atom 11 (H): 0.174, atom 12 (H): 0.214, atom 13 (H): 0.187, atom 14 (H): 0.214, atom 15 (H): 0.480, atom 16 (C): -0.665, atom 17 (C): 0.075, atom 18 (C): -0.621, atom 19 (O): -0.762, atom 20 (H): 0.219, atom 21 (H): 0.228, atom 22 (H): 0.239, atom 23 (H): 0.201, atom 24 (H): 0.196, atom 25 (H): 0.224, atom 26 (H): 0.226, atom 27 (H): 0.488, atom 28 (C): -0.618, atom 29 (C): 0.107, atom 30 (C): -0.628, atom 31 (O): -0.791, atom 32 (H): 0.194, atom 33 (H): 0.210, atom 34 (H): 0.214, atom 35 (H): 0.160, atom 36 (H): 0.210, atom 37 (H): 0.191, atom 38 (H): 0.209, atom 39 (H): 0.503